This record from the OMol25 dataset describes a molecular structure, C26H33EuO4. The level of theory is ωB97M-V with the def2-TZVPD basis set.

Each line ends with the Mulliken spin population.
Geometry (Å):
O: 3.67 -1.52 -2.61  0.000
C: 5.01 -1.18 -2.11  0.000
C: 5.74 -1.68 -3.34  0.000
H: 5.26 -1.74 -1.20  0.000
H: 5.14 -0.11 -1.94  0.000
C: 4.31 -1.98 -3.84  0.000
H: 6.33 -2.58 -3.14  0.000
H: 6.26 -0.90 -3.89  0.000
C: 4.14 -3.46 -4.07  0.000
H: 4.41 -4.03 -3.17  0.000
H: 4.82 -3.79 -4.87  0.000
H: 3.12 -3.70 -4.37  0.000
C: 3.94 -1.15 -5.05  0.000
H: 4.06 -0.08 -4.87  0.000
H: 2.90 -1.35 -5.35  0.000
H: 4.59 -1.42 -5.89  0.000
Eu: -1.53 0.41 0.63  6.928
C: -2.87 2.83 -0.41  -0.003
C: -2.22 3.40 0.72  -0.005
C: -0.81 3.44 0.45  0.002
H: -2.71 3.80 1.60  0.001
C: -0.60 2.89 -0.86  -0.001
C: -1.87 2.51 -1.39  0.002
H: -2.07 2.10 -2.38  0.004
H: -3.95 2.70 -0.52  0.002
H: -0.04 3.85 1.11  0.002
H: 0.35 2.85 -1.39  0.002
C: -4.09 -0.99 0.17  -0.008
C: -3.72 -0.45 -1.09  0.001
C: -2.54 -1.12 -1.54  -0.001
H: -4.26 0.31 -1.64  0.004
C: -2.17 -2.08 -0.53  -0.003
C: -3.14 -2.00 0.52  0.005
H: -3.18 -2.63 1.41  0.002
H: -4.96 -0.71 0.75  0.001
H: -2.04 -0.96 -2.49  0.005
H: -1.30 -2.74 -0.56  0.003
O: 0.79 -0.47 0.24  0.018
C: 0.85 -0.30 -1.22  0.016
C: 2.15 0.45 -1.49  0.008
H: -0.07 0.22 -1.60  -0.008
H: 0.86 -1.32 -1.66  0.002
C: 3.04 -0.10 -0.37  0.000
H: 2.02 1.54 -1.38  0.000
H: 2.55 0.24 -2.50  0.000
C: 2.12 -0.19 0.82  0.003
H: 3.96 0.47 -0.22  0.000
H: 3.30 -1.13 -0.62  0.000
H: 2.08 0.76 1.37  0.000
H: 2.38 -1.01 1.51  -0.001
O: -3.32 1.12 2.17  0.004
C: -2.59 0.80 3.17  0.006
O: -1.40 0.35 3.01  0.008
C: -3.18 0.94 4.54  -0.002
C: -2.44 0.64 5.70  0.000
C: -3.05 0.78 6.96  0.000
C: -4.38 1.21 7.04  0.001
C: -5.12 1.48 5.88  0.000
C: -4.52 1.33 4.63  0.001
H: -1.41 0.29 5.61  0.000
H: -2.49 0.55 7.87  0.000
H: -4.85 1.34 8.02  0.000
H: -6.17 1.79 5.95  0.000
H: -5.08 1.52 3.72  0.000

Calculated values
**Max |F|**: 0.0466 Eh/bohr
**Total charge**: -1
**HOMO energy (spin up / spin down)**: -2.69 / -3.69 eV
**Energy relative to the best compared isomer or geometry (same formula, charge and spin)**: 0.0 kJ/mol
**Kohn-Sham gap (spin up / spin down)**: 0.1746 / 0.2116 Ha
**Energy**: -2021.85636 hartree
**2S+1**: 8
**LUMO energy (spin up / spin down)**: 2.1 / 2.1 eV